Record 1
Below is a structure of composition C8H13BaBrF7InO3P, with properties calculated with ωB97M-V/def2-TZVPD.

Geometry (Å):
C (-2.394, 0.208, 2.033)
C (-0.908, 0.547, 2.321)
C (0.082, -0.364, 1.543)
C (1.438, -0.394, 2.245)
In (0.298, 0.397, -0.592)
Br (-1.720, 1.802, -1.357)
C (2.124, 1.620, -0.634)
P (1.887, 3.380, -0.569)
O (2.944, 3.970, 0.211)
O (1.857, 3.946, -2.056)
O (0.466, 3.717, 0.100)
C (0.495, -1.554, -1.849)
F (1.158, -1.338, -2.980)
F (1.216, -2.436, -1.089)
C (-0.883, -2.129, -2.148)
F (-1.932, -1.432, -1.419)
F (-1.183, -1.921, -3.376)
C (-1.050, -3.716, -1.828)
F (-0.336, -4.428, -2.545)
F (-2.390, -4.015, -2.045)
F (-0.813, -4.082, -0.411)
H (-2.972, 1.100, 2.197)
H (-2.763, -0.517, 2.755)
H (-2.536, -0.142, 1.002)
H (-0.698, 0.400, 3.370)
H (-0.713, 1.560, 2.005)
H (-0.238, -1.429, 1.517)
H (1.329, -0.973, 3.152)
H (1.730, 0.615, 2.488)
H (2.197, -0.858, 1.634)
H (2.706, 1.379, 0.240)
H (2.707, 1.396, -1.514)
H (0.968, 4.061, -2.406)
H (0.014, 4.395, -0.412)
Ba (-2.090, -2.765, 0.422)

The LUMO energy is -4.7 eV. The highest occupied orbital energy comes out at -11.2 eV. Its total charge is +1.


Record 2
Below is a cluster of 2 separate species, C8H13Br2 in total, with properties calculated with ωB97M-V/def2-TZVPD.

Geometry (Å):
Br (-3.460, -1.826, -0.464)
Br (-3.439, -2.991, -2.503)
C (0.138, 0.133, 2.208)
C (0.475, 0.175, 0.742)
C (0.036, 1.554, 0.168)
C (0.094, 1.547, -1.306)
C (-0.167, 0.411, -2.043)
C (-0.495, -0.801, -1.478)
C (-0.384, -0.946, -0.023)
C (1.983, -0.016, 0.564)
H (0.422, -0.816, 2.636)
H (0.657, 0.914, 2.749)
H (-0.926, 0.274, 2.352)
H (-0.999, 1.755, 0.471)
H (0.625, 2.350, 0.673)
H (0.304, 2.465, -1.852)
H (0.050, 0.468, -3.094)
H (-0.756, -1.623, -2.128)
H (0.062, -1.901, 0.307)
H (-1.385, -0.934, 0.429)
H (2.299, 0.030, -0.473)
H (2.551, 0.745, 1.095)
H (2.313, -0.967, 0.969)

The LUMO energy (alpha / beta) is -1.9 / -1.9 eV. The expectation value of S² is 0.780. The highest occupied orbital energy (alpha / beta) comes out at -7.1 / -9.8 eV. Its spin multiplicity is 2. Its energy above the lowest of the compared OMol25 structures with the same formula, charge and spin is 60.2 kJ/mol.


Record 3
Below is a structure of composition C8H13BrN3S, with properties calculated with ωB97M-V/def2-TZVPD.

Geometry (Å):
C (5.582, 1.409, -0.826)
C (-0.428, -1.688, -0.556)
C (0.791, -1.417, -0.033)
C (3.422, 2.093, 0.045)
C (3.284, -1.046, 0.673)
C (-1.717, -1.546, 0.084)
C (2.264, 2.866, 0.390)
C (-4.274, -1.482, -0.488)
N (4.527, 1.989, -0.387)
N (-1.905, -1.289, 1.387)
N (-2.775, -1.664, -0.704)
S (2.375, -1.538, -0.728)
Br (5.040, -1.281, 0.213)
H (6.558, 1.558, -0.252)
H (5.776, 1.311, -1.860)
H (-0.316, -2.046, -1.509)
H (0.754, -1.067, 0.907)
H (1.515, 2.253, 0.699)
H (1.736, 3.498, -0.456)
H (2.578, 3.606, 1.287)
H (-4.604, -1.153, -1.391)
H (-4.247, -0.744, 0.376)
H (-4.716, -2.373, -0.127)
H (-1.222, -0.918, 1.964)
H (-2.869, -0.915, 1.517)
H (-2.480, -2.148, -1.521)

The LUMO energy (alpha / beta) is -4.1 / -4.1 eV. The highest occupied orbital energy (alpha / beta) comes out at -9.8 / -9.8 eV. Its total charge is +1. Its energy above the lowest of the compared OMol25 structures with the same formula, charge and spin is 377.4 kJ/mol.


Record 4
Below is a structure of composition C8H13CaMnNO10, with properties calculated with ωB97M-V/def2-TZVPD.

Geometry (Å):
Ca (3.180, 2.792, -0.655)
Mn (4.005, 0.193, 1.871)
O (2.692, 1.410, 1.000)
H (1.832, 0.983, 0.969)
N (4.739, -0.390, -1.009)
O (5.503, -0.946, -1.743)
O (4.091, 0.643, -1.386)
O (4.515, -0.834, 0.175)
C (-2.483, 2.377, -4.174)
C (-2.241, 2.259, -2.676)
C (-2.214, 0.792, -2.103)
O (-0.967, 0.730, -1.416)
C (-0.302, 1.857, -1.549)
O (0.777, 2.072, -1.040)
O (-0.875, 2.631, -2.455)
H (-3.509, 2.699, -4.374)
H (-2.258, 1.492, -4.763)
H (-1.925, 3.217, -4.591)
H (-2.922, 2.851, -2.064)
H (-2.238, 0.040, -2.890)
H (-3.070, 0.637, -1.451)
C (-2.054, -1.473, 2.665)
C (-0.699, -1.886, 3.251)
C (-0.219, -3.282, 2.880)
O (1.196, -3.088, 2.617)
C (1.430, -1.807, 2.509)
O (2.533, -1.329, 2.297)
O (0.314, -1.071, 2.594)
H (-2.142, -1.882, 1.661)
H (-2.134, -0.389, 2.662)
H (-2.831, -1.869, 3.318)
H (-0.678, -1.792, 4.339)
H (-0.668, -3.570, 1.925)
H (-0.379, -4.068, 3.608)

The LUMO energy (alpha / beta) is -7.5 / -7.6 eV. The expectation value of S² is 8.754. The highest occupied orbital energy (alpha / beta) comes out at -16.2 / -16.4 eV. Its total charge is +2. Its spin multiplicity is 6. Its energy above the lowest of the compared OMol25 structures with the same formula, charge and spin is 0.0 kJ/mol.


Record 5
Below is a cluster of 2 separate species, C8H13Cl2N2P in total, with properties calculated with ωB97M-V/def2-TZVPD.

Geometry (Å):
C (-0.495, -1.390, 0.218)
C (2.450, 0.395, 1.083)
C (1.173, 0.329, 1.914)
C (2.300, -0.436, -0.188)
C (-0.009, 0.829, 1.097)
C (1.097, 0.019, -1.008)
C (-0.206, -0.021, -0.172)
C (-1.751, -0.217, -2.054)
N (-0.827, -2.448, 0.501)
N (-1.299, 0.529, -0.931)
P (-3.344, 0.256, 0.786)
Cl (-4.380, 1.732, -0.048)
Cl (-4.134, -1.344, -0.084)
H (2.653, 1.434, 0.811)
H (3.293, 0.029, 1.671)
H (0.991, -0.702, 2.228)
H (1.280, 0.935, 2.814)
H (3.200, -0.339, -0.801)
H (2.184, -1.490, 0.075)
H (-0.932, 0.794, 1.682)
H (0.145, 1.861, 0.782)
H (1.236, 1.046, -1.351)
H (0.985, -0.620, -1.887)
H (-1.843, -1.299, -1.883)
H (-2.715, 0.190, -2.368)
H (-1.052, -0.072, -2.887)

The LUMO energy (alpha / beta) is -0.7 / -0.9 eV. The highest occupied orbital energy (alpha / beta) comes out at -8.2 / -9.2 eV. Its energy above the lowest of the compared OMol25 structures with the same formula, charge and spin is 65.8 kJ/mol.


Record 6
Below is a structure of composition C8H13F3N2O2, with properties calculated with ωB97M-V/def2-TZVPD.

Geometry (Å):
C (0.164, -0.294, 2.551)
C (2.370, 0.236, -0.449)
C (1.556, -0.603, -1.462)
C (0.185, 0.548, -0.023)
C (-0.694, -0.644, 3.789)
C (-1.309, -0.229, -2.916)
C (-1.054, -0.996, -1.635)
C (-1.084, 1.488, 0.144)
N (1.440, 1.139, 0.165)
N (0.155, -0.374, -1.042)
O (1.281, 0.269, 2.726)
O (-0.354, -0.591, 1.401)
F (-1.380, 1.995, -1.039)
F (-2.156, 0.797, 0.424)
F (-0.840, 2.418, 1.044)
H (2.824, -0.511, 0.269)
H (3.206, 0.765, -0.972)
H (1.564, -0.013, -2.419)
H (1.805, -1.635, -1.353)
H (-0.192, -1.404, 4.361)
H (-1.716, -1.047, 3.415)
H (-0.672, 0.206, 4.424)
H (-1.992, -0.812, -3.393)
H (-1.477, 0.803, -2.697)
H (-0.552, -0.246, -3.766)
H (-1.849, -0.733, -0.973)
H (-0.899, -2.054, -1.648)
H (1.670, 1.523, 1.074)

The LUMO energy is 0.8 eV. The highest occupied orbital energy comes out at -9.1 eV. Its energy above the lowest of the compared OMol25 structures with the same formula, charge and spin is 44.9 kJ/mol.


Record 7
Below is a structure of composition C8H13F6NiO7, with properties calculated with ωB97M-V/def2-TZVPD.

Geometry (Å):
Ni (-0.906, -0.854, -1.891)
O (-1.050, -2.574, -2.879)
H (-0.506, -3.114, -3.484)
O (-0.355, 0.344, -3.304)
H (0.252, 0.758, -3.948)
O (-2.202, -1.782, -0.598)
H (-2.878, -1.582, 0.078)
C (4.155, -1.307, -1.204)
C (3.375, -0.416, -0.277)
O (2.659, -1.284, 0.606)
C (1.304, -1.471, 0.510)
O (0.616, -1.109, -0.410)
C (0.838, -2.360, 1.653)
F (1.875, -3.042, 2.243)
F (0.251, -1.610, 2.592)
F (-0.079, -3.376, 1.355)
H (4.890, -1.883, -0.642)
H (4.718, -0.677, -1.893)
H (3.451, -1.891, -1.797)
H (2.683, 0.051, -0.977)
H (4.030, 0.335, 0.166)
C (-1.751, 1.742, 3.117)
C (-2.661, 1.228, 1.892)
O (-2.559, 2.188, 0.840)
C (-1.784, 1.965, -0.191)
O (-1.284, 0.861, -0.499)
C (-1.629, 3.239, -1.070)
F (-0.319, 3.239, -1.360)
F (-2.319, 3.245, -2.252)
F (-2.010, 4.332, -0.424)
H (-0.738, 1.857, 2.733)
H (-1.813, 0.941, 3.853)
H (-2.223, 2.662, 3.463)
H (-3.644, 1.144, 2.355)
H (-2.389, 0.202, 1.643)

The LUMO energy (alpha / beta) is 2.7 / 2.7 eV. The expectation value of S² is 2.005. The highest occupied orbital energy (alpha / beta) comes out at -3.5 / -3.5 eV. Its total charge is -1. Its spin multiplicity is 3. Its energy above the lowest of the compared OMol25 structures with the same formula, charge and spin is 236.1 kJ/mol.


Record 8
Below is the molecule C8H13FO, with properties calculated with ωB97M-V/def2-TZVPD.

Geometry (Å):
C (0.391, -0.871, -0.540)
C (-0.895, -0.366, -1.269)
C (-1.676, -0.108, -0.078)
C (1.386, -0.013, -0.174)
C (-1.697, 1.237, 0.588)
C (-2.085, -1.270, 0.655)
C (1.453, 1.427, -0.224)
C (2.765, -0.560, 0.128)
O (0.358, -2.102, -0.324)
F (-0.719, 0.770, -2.027)
H (-1.335, -1.292, -1.745)
H (-2.627, 1.505, 1.075)
H (-1.592, 2.148, -0.119)
H (-1.193, 1.175, 1.527)
H (-2.894, -1.809, 0.046)
H (-2.310, -1.138, 1.617)
H (-1.138, -1.948, 0.801)
H (1.397, 1.932, 0.742)
H (0.627, 2.009, -0.592)
H (2.482, 1.636, -0.584)
H (3.205, -0.701, -0.774)
H (2.662, -1.660, 0.442)
H (3.436, -0.003, 0.829)

The LUMO energy (alpha / beta) is -0.8 / -0.1 eV. The highest occupied orbital energy (alpha / beta) comes out at -7.3 / -8.0 eV. Its energy above the lowest of the compared OMol25 structures with the same formula, charge and spin is 379.8 kJ/mol.


Record 9
Below is a structure of composition C8H13GaN8OS4Sb, with properties calculated with ωB97M-V/def2-TZVPD.

Geometry (Å):
Ga (-0.102, 0.078, 0.475)
C (4.045, -1.305, 2.541)
N (4.037, -0.974, 1.126)
C (5.324, -0.817, 0.469)
C (2.859, -0.702, 0.489)
N (1.757, -0.447, 1.099)
N (2.935, -0.687, -0.883)
C (1.845, -0.659, -1.779)
N (2.210, -0.468, -3.077)
N (0.655, -0.825, -1.363)
H (4.850, -2.016, 2.729)
H (3.109, -1.781, 2.822)
H (4.200, -0.425, 3.174)
H (5.664, -1.735, -0.022)
H (6.065, -0.542, 1.216)
H (5.294, -0.009, -0.262)
H (1.809, -0.350, 2.106)
H (3.813, -0.931, -1.296)
H (3.103, -0.040, -3.252)
H (1.442, -0.059, -3.618)
H (-0.026, -0.722, -2.117)
S (-0.041, 2.136, -0.380)
Sb (-1.674, 2.115, -2.295)
S (-1.747, -1.452, 0.703)
S (-0.642, 1.013, -4.049)
S (-3.163, 0.248, -1.548)
N (-1.333, 1.143, 4.335)
C (-1.395, 0.734, 3.019)
O (-0.255, 0.535, 2.463)
C (-2.633, 0.597, 2.394)
C (-3.797, 1.028, 3.070)
N (-4.705, 1.388, 3.695)
C (-2.709, 0.072, 1.008)
N (-3.285, 0.749, 0.089)
H (-2.180, 1.531, 4.717)
H (-0.486, 1.624, 4.577)

The LUMO energy is 1.7 eV. The highest occupied orbital energy comes out at -4.0 eV. Its total charge is -1. Its energy above the lowest of the compared OMol25 structures with the same formula, charge and spin is 119.2 kJ/mol.


Record 10
Below is the ion C8H13N2 with charge +1, with properties calculated with ωB97M-V/def2-TZVPD.

Geometry (Å):
C (-1.252, -1.288, -0.605)
C (-2.572, -1.081, -0.448)
C (-0.569, -0.031, -0.070)
C (-3.873, 0.732, 0.390)
C (1.497, -0.902, -0.991)
C (1.316, -0.218, 1.474)
C (1.262, 1.608, -0.342)
C (0.909, 0.113, -0.027)
N (-1.539, 0.745, 0.453)
N (-2.733, 0.203, 0.144)
H (-0.677, -2.010, -1.192)
H (-3.393, -1.632, -0.850)
H (-3.842, 1.704, 0.823)
H (-4.727, 0.059, 0.109)
H (0.942, -0.906, -1.931)
H (2.493, -0.814, -1.250)
H (1.464, -1.937, -0.731)
H (2.368, 0.104, 1.326)
H (0.878, -1.211, 1.757)
H (0.935, 0.543, 2.185)
H (1.682, 2.127, 0.488)
H (0.497, 2.323, -0.618)
H (2.045, 1.474, -1.104)

The LUMO energy is -6.0 eV. As for the structure (SMILES): C=[N+]1C=CC(C(C)(C)C)=N1. The highest occupied orbital energy comes out at -14.4 eV. Its total charge is +1. Its energy above the lowest of the compared OMol25 structures with the same formula, charge and spin is 412.3 kJ/mol.


Record 11
Below is a cluster of 2 separate species, C8H13N2O in total, with properties calculated with ωB97M-V/def2-TZVPD.

Geometry (Å):
C (-3.121, 1.013, -0.581)
C (-4.198, 0.275, -0.021)
C (-2.087, 0.246, -0.204)
C (0.404, 2.848, 0.077)
C (0.168, 1.605, 0.617)
C (0.555, -1.907, -0.869)
C (1.707, -0.930, 1.159)
C (0.400, 0.528, -0.239)
N (-3.762, -0.621, 0.841)
N (0.579, -0.869, 0.246)
O (-2.362, -0.617, 0.731)
H (-3.007, 1.797, -1.317)
H (-5.223, 0.356, 0.009)
H (0.153, 3.847, 0.539)
H (0.814, 2.816, -0.984)
H (-0.204, 1.532, 1.620)
H (0.323, -2.980, -0.415)
H (-0.290, -1.753, -1.483)
H (1.515, -2.047, -1.291)
H (1.509, -0.423, 2.093)
H (1.651, -2.001, 1.386)
H (2.724, -0.828, 0.702)
H (0.686, 0.713, -1.215)
H (-0.264, -0.966, 0.767)

The LUMO energy (alpha / beta) is -4.9 / -4.8 eV. The highest occupied orbital energy (alpha / beta) comes out at -12.5 / -12.8 eV. Its total charge is +1. Its energy above the lowest of the compared OMol25 structures with the same formula, charge and spin is 717.7 kJ/mol.


Record 12
Below is a cluster of 2 separate species, C8H13N2S in total, with properties calculated with ωB97M-V/def2-TZVPD.

Geometry (Å):
C (2.747, 1.052, -1.296)
C (2.025, 3.351, -1.659)
C (1.372, 1.167, -1.357)
C (-0.172, -0.695, -1.829)
C (0.545, 0.140, -1.166)
C (-0.551, -2.328, 2.103)
C (-2.603, -1.170, 1.106)
C (-0.564, 0.038, 1.408)
N (0.995, 2.480, -1.594)
N (-1.199, -1.130, 1.473)
S (3.551, 2.589, -1.516)
H (3.263, 0.114, -1.266)
H (1.777, 4.321, -1.722)
H (-0.800, -1.434, -1.252)
H (-0.364, -0.908, -2.893)
H (0.372, -2.548, 1.468)
H (-0.199, -2.135, 3.048)
H (-1.128, -3.170, 2.042)
H (-3.109, -1.689, 1.952)
H (-2.852, -0.135, 0.986)
H (-2.592, -1.885, 0.241)
H (0.560, 0.199, 1.866)
H (-1.101, 0.967, 1.228)
H (0.028, 2.808, -1.371)

The LUMO energy (alpha / beta) is -3.4 / -3.4 eV. The highest occupied orbital energy (alpha / beta) comes out at -9.9 / -9.9 eV. Its total charge is +1. Its energy above the lowest of the compared OMol25 structures with the same formula, charge and spin is 457.5 kJ/mol.